1.
A gas-phase ion, C4H4F3N3 (charge +2) in a non-equilibrium geometry, computed with ωB97M-V/def2-TZVPD.

Properties
Multiplicity = 1
SMILES = C[n+]1c(F)nc(F)[nH+]c1F
Charge = +2

Each line ends with the Löwdin charge.
Element x y z (Å)
C  0.986  0.955  0.249  -0.211
C  -0.102  0.227  2.132  -0.165
C  -0.908  -0.489  0.059  -0.269
C  0.331  -0.136  -1.978  0.084
N  0.864  0.979  1.496  0.343
N  0.040  0.123  -0.567  0.149
N  -1.023  -0.472  1.416  0.330
F  1.879  1.478  -0.453  0.344
F  0.067  -0.016  3.378  0.329
F  -1.719  -1.184  -0.581  0.359
H  0.972  0.642  -2.212  0.082
H  0.972  -0.954  -2.192  0.128
H  -0.540  -0.142  -2.743  0.185
H  -1.819  -1.011  1.998  0.311



2.
A molecular structure, C30H75N5O14STi2 in a non-equilibrium geometry, computed with ωB97M-V/def2-TZVPD.

Properties
<S²> = 12.0034
Multiplicity = 7
Charge = 0

Each line ends with the Löwdin charge.
Element x y z (Å)
Ti  1.562  1.724  0.395  0.674
Ti  -0.168  -3.473  -1.603  0.900
S  1.027  -1.112  -0.180  0.189
O  0.845  -2.533  0.201  -0.496
O  0.340  -0.961  -1.473  -0.443
O  0.434  -0.198  0.767  -0.368
O  2.437  -0.758  -0.344  -0.332
C  4.639  -6.064  0.747  -0.129
O  3.654  -5.099  0.497  -0.193
C  3.704  -3.893  1.265  -0.201
C  3.133  -3.975  2.683  -0.189
N  1.685  -3.783  2.667  -0.057
C  0.967  -3.346  3.839  -0.207
C  1.091  -4.232  5.079  -0.205
O  0.006  -3.839  5.914  -0.184
C  -1.188  -4.554  5.757  -0.136
H  4.428  -6.827  -0.005  0.086
H  4.558  -6.584  1.709  0.079
H  5.648  -5.655  0.641  0.086
H  3.077  -3.234  0.665  0.091
H  4.689  -3.417  1.233  0.120
H  3.723  -3.198  3.188  0.102
H  3.329  -4.969  3.090  0.112
H  1.386  -3.286  1.833  0.047
H  -0.081  -3.265  3.549  0.120
H  1.295  -2.331  4.116  0.110
H  2.038  -4.051  5.589  0.117
H  1.088  -5.283  4.775  0.119
H  -1.890  -3.947  5.172  0.080
H  -1.633  -4.845  6.708  0.083
H  -1.217  -5.465  5.146  0.087
C  5.144  3.291  -4.088  -0.109
O  4.125  2.329  -4.007  -0.194
C  3.013  2.744  -3.205  -0.199
C  1.917  1.682  -3.218  -0.166
N  1.145  1.673  -1.989  -0.093
C  -0.035  2.553  -2.142  -0.175
C  -0.834  2.490  -0.876  -0.234
O  -0.154  3.162  0.167  -0.278
C  -0.891  3.243  1.362  -0.112
H  4.725  4.142  -4.637  0.092
H  5.977  2.818  -4.607  0.090
H  5.456  3.560  -3.071  0.073
H  2.641  3.733  -3.498  0.124
H  3.345  2.885  -2.174  0.088
H  2.472  0.746  -3.316  0.134
H  1.254  1.790  -4.081  0.114
H  0.751  0.749  -1.831  0.036
H  -0.641  2.284  -3.012  0.109
H  0.330  3.575  -2.276  0.131
H  -1.036  1.437  -0.651  0.120
H  -1.774  2.987  -1.150  0.136
H  -1.198  2.252  1.701  0.068
H  -1.784  3.879  1.305  0.094
H  -0.263  3.715  2.115  0.086
C  3.783  4.644  -0.391  -0.119
O  3.487  3.448  0.240  -0.249
C  4.647  2.692  0.517  -0.220
C  4.512  1.841  1.763  -0.168
N  3.459  0.826  1.686  -0.102
C  3.651  -0.262  2.609  -0.205
C  3.562  0.093  4.100  -0.204
O  4.675  0.755  4.620  -0.205
C  5.858  0.020  4.780  -0.099
H  4.189  5.373  0.331  0.099
H  2.844  5.079  -0.739  0.103
H  4.575  4.514  -1.140  0.079
H  5.533  3.316  0.696  0.127
H  5.020  2.116  -0.340  0.135
H  4.458  2.354  2.718  0.127
H  5.490  1.333  1.722  0.128
H  3.332  0.348  0.797  0.046
H  4.602  -0.769  2.373  0.113
H  2.933  -1.053  2.373  0.107
H  3.368  -0.799  4.710  0.115
H  2.663  0.710  4.159  0.130
H  5.715  -0.536  5.716  0.091
H  6.757  0.624  4.881  0.088
H  5.956  -0.676  3.941  0.076
C  -4.649  1.430  -6.044  -0.117
O  -4.351  0.427  -5.098  -0.197
C  -3.583  0.888  -4.007  -0.241
C  -2.549  -0.142  -3.580  -0.205
N  -1.311  -0.010  -4.359  -0.039
C  -1.432  -0.601  -5.711  -0.187
C  -0.168  -0.317  -6.468  -0.238
O  0.885  -1.121  -5.928  -0.168
C  2.130  -0.705  -6.446  -0.129
H  -5.296  2.159  -5.536  0.088
H  -5.396  1.003  -6.716  0.088
H  -3.797  1.891  -6.542  0.089
H  -4.271  1.021  -3.158  0.119
H  -3.112  1.872  -4.088  0.120
H  -3.068  -1.098  -3.740  0.117
H  -2.270  -0.057  -2.529  0.107
H  -0.606  -0.516  -3.830  0.078
H  -2.281  -0.152  -6.223  0.107
H  -1.672  -1.668  -5.648  0.124
H  0.067  0.754  -6.428  0.114
H  -0.319  -0.377  -7.554  0.122
H  2.857  -1.062  -5.715  0.089
H  2.215  0.386  -6.523  0.080
H  2.518  -0.995  -7.430  0.084
C  -9.711  -1.212  2.227  -0.109
O  -8.548  -0.950  2.990  -0.204
C  -8.178  0.371  3.338  -0.210
C  -7.994  1.301  2.135  -0.217
N  -6.800  0.995  1.385  -0.059
C  -5.664  1.800  1.748  -0.225
C  -4.341  1.185  1.305  -0.230
O  -3.998  0.195  2.238  -0.185
C  -2.746  -0.441  2.015  -0.086
H  -10.391  -0.362  2.345  0.084
H  -10.187  -2.125  2.575  0.084
H  -9.519  -1.285  1.154  0.084
H  -7.183  0.359  3.792  0.120
H  -8.876  0.652  4.133  0.122
H  -7.980  2.329  2.501  0.120
H  -8.905  1.212  1.534  0.101
H  -6.586  0.007  1.429  0.114
H  -5.565  1.874  2.840  0.121
H  -5.705  2.808  1.327  0.120
H  -3.566  1.956  1.405  0.104
H  -4.428  0.819  0.276  0.128
H  -2.736  -1.307  1.355  0.089
H  -2.279  -0.778  2.944  0.090
H  -2.017  0.328  1.745  0.051



3.
11 unconnected molecules or ions with the total composition H22O11 in a non-equilibrium geometry, computed with ωB97M-V/def2-TZVPD.

Properties
Multiplicity = 1
SMILES = O.O.O.O.O.O.O.O.O.O.O
Charge = 0

Each line ends with the Löwdin charge.
Element x y z (Å)
H  -0.848  -0.293  0.597  0.052
H  0.291  0.633  0.201  0.020
H  -0.754  2.281  -1.042  0.040
H  -1.903  3.083  -0.454  0.073
H  -0.472  1.874  2.658  0.017
H  -1.855  2.003  3.275  0.038
H  3.675  -2.657  1.587  0.053
H  2.680  -2.007  2.535  0.052
H  0.430  -0.572  -4.397  0.027
H  1.559  -1.301  -3.687  0.036
H  -2.830  0.196  -2.781  0.036
H  -2.541  -1.171  -2.184  0.035
H  4.876  -0.584  0.572  0.028
H  4.136  -0.085  1.803  0.018
H  3.992  0.847  -3.861  0.025
H  3.580  1.399  -2.506  0.029
H  -4.753  -2.909  0.923  0.016
H  -5.006  -2.328  -0.458  0.034
H  0.923  2.229  -0.118  -0.004
H  0.234  3.340  0.658  0.009
H  -3.396  -3.416  4.180  0.039
H  -3.464  -3.205  2.676  0.021
O  -0.509  0.221  -0.145  -0.058
O  -0.944  3.089  -0.552  -0.066
O  -1.104  1.401  3.210  -0.058
O  3.136  -1.866  1.698  -0.061
O  1.358  -0.813  -4.494  -0.058
O  -2.610  -0.239  -1.950  -0.059
O  4.259  0.096  0.864  -0.088
O  4.350  1.100  -3.003  -0.062
O  -4.891  -2.073  0.464  -0.054
O  1.105  2.973  0.467  -0.075
O  -3.968  -3.560  3.418  -0.056



| no. | electronic energy (Ha) |
| --- | --- |
| 1 | -617.90553 |
| 2 | -4611.90592 |
| 3 | -840.74925 |